27
Properties=species:S:1:pos:R:3:nbo_charge:R:1 method="wB97M-V/def2-TZVPD" homo_energy_ev="-8.350 / -8.131" charge=0 e_above_lowest_kj_mol=343.40 multiplicity=1
C 2.991 -0.594 -0.545 0.308
C -2.044 -0.291 -0.082 0.358
C 1.866 0.990 0.295 0.394
C -0.705 1.425 0.280 0.395
C 3.440 -1.926 -0.939 -0.657
C -4.046 -1.578 0.751 -0.583
C -2.792 -1.627 -0.124 -0.415
N 1.828 -0.302 0.078 -0.580
N 3.793 0.497 -0.622 -0.309
N -2.276 0.650 -0.947 -0.290
N -1.523 1.719 -0.701 -0.320
N -1.006 0.120 0.736 -0.540
N 3.055 1.480 -0.029 -0.417
N 0.442 3.367 0.312 -0.588
N 0.195 2.203 0.912 -0.147
H 2.673 -2.705 -0.837 0.237
H 3.809 -1.817 -2.037 0.238
H 4.280 -2.267 -0.309 0.236
H -3.685 -1.094 1.670 0.200
H -4.409 -2.519 0.843 0.204
H -4.865 -1.070 0.376 0.211
H -3.041 -2.081 -1.030 0.236
H -1.985 -2.116 0.491 0.202
H -0.401 -0.290 1.426 0.445
H 3.233 2.519 -0.033 0.412
H -0.109 3.532 -0.476 0.394
H 1.281 3.775 0.542 0.376



21
Properties=species:S:1:pos:R:3:nbo_charge:R:1 method="wB97M-V/def2-TZVPD" homo_energy_ev="-12.522 / -12.520" charge=+1 e_above_lowest_kj_mol=528.25 multiplicity=1
C -2.576 -1.942 -0.895 0.124
C -1.593 -2.599 -0.595 -0.201
C -0.351 -3.167 -0.278 0.468
C 0.476 2.187 0.203 -0.707
C -0.442 0.505 1.855 -0.668
C 0.550 -0.118 -1.609 -0.445
C 0.165 0.775 0.560 0.357
N 0.373 -0.229 -0.193 -0.496
O 0.625 -3.300 -1.151 -0.530
H -3.558 -1.585 -1.123 0.270
H 0.937 2.370 -0.834 0.248
H -0.450 2.514 0.519 0.240
H 1.096 2.624 1.003 0.256
H -0.279 1.317 2.604 0.232
H -0.016 -0.474 2.235 0.243
H -1.499 0.495 1.676 0.233
H -0.205 0.693 -1.947 0.197
H 1.473 0.192 -1.996 0.213
H 0.321 -1.130 -2.100 0.194
H 1.354 -3.841 -0.984 0.538
H -0.411 -3.814 0.582 0.232